Here is the ion C4H10NO2S with charge +1 in a non-equilibrium geometry from OMol25. Energies are from ωB97M-V with the def2-TZVPD basis set.

The geometry in ORCA input format:
```
! wB97M-V def2-TZVPD RIJCOSX def2/J DEFGRID3
* xyz 1 1
C 0.87639 0.45057 -1.17459
C 0.01982 -0.06007 0.00503
C -1.26798 0.66657 0.18636
N -0.34128 -1.52838 -0.16756
C 0.91300 -0.13295 1.21607
O 1.23674 -1.17642 1.73751
S 1.73515 1.31522 1.84264
O 2.56907 0.65258 3.01472
H 1.61278 1.17956 -0.82631
H 1.44442 -0.45712 -1.59188
H 0.12971 0.79703 -1.87635
H -2.12175 0.58406 -0.53998
H -1.74872 0.30086 1.13276
H -1.14712 1.78445 0.24748
H 0.37181 -2.05345 0.64419
H -0.15616 -1.95229 -1.08038
H -1.30883 -1.83440 0.06731
H 2.40578 -0.32337 2.92541
*
```

As for the gap between HOMO and LUMO: 9.681 eV. Its largest force on an atom is 3.30 eV/Å. The electronic energy is -20722.6449 eV. Its highest occupied orbital energy is -13.20 eV. As for the SMILES: CC(C)([NH3+])C(=O)SO. For the energy above the lowest of the compared OMol25 structures with the same formula, charge and spin, the calculation gives 1.369 eV.

---

Here is a structure of composition C17H29Cl4CuO10 in a non-equilibrium geometry from OMol25. Energies are from ωB97M-V with the def2-TZVPD basis set.

The geometry in ORCA input format:
```
! wB97M-V def2-TZVPD RIJCOSX def2/J DEFGRID3
* xyz 1 2
Cu 2.21135 6.12810 1.78813
C 0.70195 0.63752 1.66795
O 0.80681 1.96474 1.23704
H 1.05561 -0.17033 1.02732
H 0.96407 0.33851 2.68284
H -0.37504 0.47845 1.72155
C -3.77105 0.83417 6.68967
C -3.02626 -0.31693 7.31944
C -1.55799 0.03650 7.54052
O -1.36931 -0.21154 8.93244
C -2.47218 -0.57012 9.53148
O -2.60792 -0.79804 10.71189
O -3.47319 -0.51060 8.65583
H -3.61974 1.84084 7.07931
H -4.83858 0.61982 6.63934
H -3.50427 0.85833 5.63310
H -3.21957 -1.21696 6.73577
H -1.32379 1.03936 7.18342
H -0.90697 -0.59210 6.93295
C -1.97969 3.40998 -6.33441
C -0.60872 3.90627 -5.81417
C 0.35685 2.72550 -5.69355
O 1.49826 3.25356 -6.36803
C 1.31973 4.43538 -6.78367
O 2.27902 5.03756 -7.30050
O 0.07448 4.81284 -6.68617
H -2.62139 4.23279 -6.64954
H -2.54304 2.87701 -5.56847
H -1.80614 2.67817 -7.12336
H -0.73701 4.48207 -4.89761
H -0.13669 1.90831 -6.21959
H 0.65138 2.45211 -4.68033
C 6.21718 -1.18604 -2.52327
C 7.06406 -0.24541 -3.39477
C 6.93572 1.15036 -2.97254
O 8.21188 1.72599 -3.06725
C 9.05984 0.71620 -3.03724
O 10.30076 0.85810 -2.87095
O 8.45650 -0.41784 -3.17206
H 6.31757 -1.15501 -1.43835
H 6.53200 -2.17946 -2.84282
H 5.16705 -1.01720 -2.76162
H 6.94839 -0.43941 -4.46111
H 6.48141 1.27686 -1.98984
H 6.21988 1.64113 -3.63195
Cl -1.74739 -5.51619 1.14860
C -1.10879 -6.78334 2.22543
C 0.34093 -6.97082 1.93513
Cl 0.97039 -7.97518 3.21122
H -1.76990 -7.64429 2.12644
H -1.16022 -6.37504 3.23476
H 0.83754 -6.00166 1.98205
H 0.53592 -7.41032 0.95691
Cl -6.83257 1.71585 -0.86464
C -6.40309 -0.00553 -0.66138
C -7.58279 -0.86836 -1.25776
Cl -8.05831 -0.43870 -2.87918
H -6.12915 -0.12355 0.38702
H -5.41801 -0.17710 -1.09530
H -8.43310 -0.81795 -0.57766
H -7.37479 -1.93755 -1.29854
*
```

As for the gap between HOMO and LUMO: 3.826 eV. Its largest force on an atom is 6.91 eV/Å. The electronic energy is -133290.3069 eV. The expectation value of S² is 0.754. Its highest occupied orbital energy is -11.89 eV. For the energy above the lowest of the compared OMol25 structures with the same formula, charge and spin, the calculation gives 2.969 eV.

---

Here is a structure of composition C47H36CsN9O4 in a non-equilibrium geometry from OMol25. Energies are from ωB97M-V with the def2-TZVPD basis set.

The geometry in ORCA input format:
```
! wB97M-V def2-TZVPD RIJCOSX def2/J DEFGRID3
* xyz -2 1
Cs -0.16592 -0.60230 -0.83216
C -1.08940 -5.77073 -5.56586
C 0.30635 -5.76777 -5.57336
C 1.02773 -5.22571 -4.51582
C 0.31322 -4.68752 -3.46029
C 0.72013 -4.03326 -2.18717
N 1.98178 -3.91145 -1.84512
C 2.36029 -3.28440 -0.70086
C 3.75300 -3.28988 -0.21665
C 4.92496 -3.86630 -0.69060
C 6.09591 -3.64124 0.01498
C 6.09838 -2.85591 1.17399
C 4.92990 -2.28260 1.65056
C 3.75779 -2.50478 0.93881
C 2.37130 -2.06442 1.13932
N 1.97953 -1.29962 2.12671
C 0.68883 -1.01793 2.40498
N -0.40958 -1.58942 1.86105
C -1.50260 -1.06784 2.43017
N -2.79174 -1.42410 2.19360
C -3.14727 -2.17142 1.18995
N -2.39300 -2.57441 0.11552
C -3.10877 -3.35674 -0.65964
N -2.74093 -3.96620 -1.80863
C -1.47547 -4.03812 -2.17398
N -0.38047 -3.65916 -1.49752
C -1.07724 -4.68892 -3.45383
C -1.80122 -5.23092 -4.50068
C -4.48489 -3.49077 -0.12768
C -5.61539 -4.16289 -0.56629
C -6.77204 -4.05292 0.19387
C -6.79315 -3.29322 1.36712
C -5.65798 -2.62648 1.80892
C -4.50756 -2.73170 1.04235
C -1.12306 -0.07279 3.41675
C -1.84062 0.77203 4.26523
C -1.13245 1.63611 5.07883
C 0.27454 1.67733 5.05012
C 0.99287 0.84444 4.21262
C 0.28453 -0.03956 3.39771
N 1.61278 -2.56463 0.10799
H -1.62349 -6.19861 -6.40698
H 0.83401 -6.19404 -6.41910
H 2.10978 -5.21318 -4.50397
H 4.90111 -4.46744 -1.59108
H 7.02891 -4.07117 -0.33213
H 7.03048 -2.69082 1.70337
H 4.90521 -1.67050 2.54299
H -2.88336 -5.22449 -4.47939
H -5.58013 -4.75033 -1.47509
H -7.67528 -4.56173 -0.12451
H -7.71252 -3.22435 1.93856
H -5.65179 -2.03677 2.71651
H -2.92326 0.74816 4.27244
H -1.66356 2.30372 5.75020
H 0.79465 2.37603 5.69660
H 2.07442 0.86911 4.17058
C 5.28437 4.40675 0.50143
O 4.51239 5.06613 -0.47360
C 3.51315 4.32879 -1.07028
C 2.77136 5.02800 -2.04151
C 1.76678 4.34735 -2.68391
C 1.42018 3.00991 -2.41400
C 0.31572 2.39448 -3.15123
C -0.38357 3.13045 -4.29380
O -0.12585 1.27902 -2.90305
C 2.14815 2.30351 -1.36637
O 1.87612 1.15033 -0.95989
C 3.23500 3.03117 -0.74953
H 6.03617 5.12440 0.82804
H 5.77724 3.52191 0.08835
H 4.67259 4.10075 1.35593
H 3.00646 6.05933 -2.26300
H 1.19523 4.88384 -3.42845
H 0.12209 3.99294 -4.71575
H -1.36762 3.43906 -3.93346
H -0.55192 2.39143 -5.07635
H 3.77526 2.49123 0.01497
O -2.48001 1.67602 -0.03766
C -2.06516 2.47115 0.78562
C -0.59790 2.80035 0.93015
C -0.25819 4.23721 0.53268
C -0.50126 5.25915 1.63719
C -1.94631 5.39079 2.10188
C -2.54190 4.09356 2.64023
N -2.91153 3.13040 1.62562
H -0.03821 2.08658 0.33353
H -0.29257 2.62077 1.96974
H -0.81262 4.51031 -0.37235
H 0.79513 4.27664 0.24463
H -0.12833 6.23605 1.31436
H 0.11085 4.97698 2.50282
H -2.58162 5.76984 1.29404
H -1.99225 6.13247 2.90733
H -3.45337 4.30964 3.20259
H -1.85139 3.63818 3.35954
H -3.88089 2.88767 1.49952
*
```

As for the gap between HOMO and LUMO: 4.699 eV. Its largest force on an atom is 1.10 eV/Å. The electronic energy is -71476.8536 eV. Its highest occupied orbital energy is -0.92 eV. For the energy above the lowest of the compared OMol25 structures with the same formula, charge and spin, the calculation gives 0.000 eV.

---

Question: Which of these has the lowest gap between HOMO and LUMO?
Answer: C17H29Cl4CuO10